1.
Molecular formula: C9H10AuBrN2O3
Method: DFT, the ωB97M-V functional and the def2-TZVPD basis

- highest occupied orbital energy (eV) = -8.7
- gap between HOMO and LUMO (eV) = 8.79
- M (Da) = 471.06
- calculated total energy (a.u.) = -3393.86209

Cartesian coordinates (Å):
Au  -0.432  -0.587  -1.719
Br  1.427  2.006  2.138
C  1.607  2.578  0.339
C  2.233  3.831  0.254
C  2.225  4.430  -1.002
C  1.610  3.792  -2.039
C  0.957  2.563  -1.844
N  1.047  1.922  -0.646
C  0.304  1.844  -3.023
O  -0.273  2.543  -3.851
O  0.304  0.559  -3.157
H  2.737  4.317  1.109
H  2.695  5.454  -1.085
H  1.494  4.172  -3.051
C  -1.664  -4.444  0.782
N  -1.437  -3.135  1.368
C  -1.478  -3.097  2.784
C  -1.260  -2.043  0.652
O  -1.035  -2.128  -0.609
H  -2.774  -4.699  0.804
H  -1.073  -5.181  1.351
H  -1.362  -4.352  -0.246
H  -0.535  -2.873  3.209
H  -1.813  -4.069  3.102
H  -2.153  -2.323  3.170
H  -1.351  -1.079  1.212

Atomic partial charges in e from the natural (NBO) method, atoms 1 to 5: 0.635, 0.020, 0.151, -0.273, -0.169

***

2.
Molecular formula: C5H7N
Method: DFT, the ωB97M-V functional and the def2-TZVPD basis

- highest occupied orbital energy (spin up / spin down) (eV) = -7.7 / -7.7
- gap between HOMO and LUMO (spin up / spin down) (eV) = 8.03 / 8.03
- M (Da) = 81.12
- calculated total energy (a.u.) = -249.25446

Cartesian coordinates (Å):
C  0.150  1.335  -1.065
N  -0.489  0.372  -0.204
C  0.783  -1.302  0.753
C  -0.287  -1.045  -0.183
C  -0.954  -1.174  1.170
C  -1.028  0.274  1.020
H  -0.560  1.666  -1.822
H  0.992  0.834  -1.561
H  0.547  2.188  -0.509
H  1.504  -2.085  0.497
H  1.234  -0.517  1.332
H  -0.526  -1.686  -1.025
H  -1.367  1.142  1.598

Atomic partial charges in e from the natural (NBO) method, atoms 1 to 5: -0.413, -0.342, -0.345, -0.164, -0.331

***

3.
Molecular formula: C24H23NS2SiYb
Method: DFT, the ωB97M-V functional and the def2-TZVPD basis

- multiplicity = 2
- charge = -1
- highest occupied orbital energy (spin up / spin down) (eV) = -4.3 / -4.3
- gap between HOMO and LUMO (spin up / spin down) (eV) = 7.07 / 7.06
- <S²> = 0.751
- M (Da) = 590.72
- calculated total energy (a.u.) = -3227.73704

Cartesian coordinates (Å):
Yb  -0.067  0.016  -0.037
C  2.932  0.174  3.784
C  2.311  0.148  2.398
S  0.551  0.380  2.427
C  3.069  -0.024  1.303
C  4.574  -0.148  1.372
S  2.508  -0.133  -0.383
H  2.145  0.171  4.534
H  3.543  1.068  3.937
H  3.564  -0.702  3.945
H  4.958  -0.126  2.391
H  5.021  0.678  0.814
H  4.892  -1.076  0.890
C  -1.243  -2.065  -0.841
C  -1.759  -1.939  0.491
C  -2.779  -0.999  0.809
C  -3.198  -0.791  2.107
C  -2.632  -1.510  3.161
C  -1.628  -2.445  2.875
C  -1.195  -2.644  1.588
C  -3.083  -1.321  4.496
N  -3.461  -1.188  5.577
H  -1.957  -1.833  -1.630
H  -0.677  -2.970  -1.038
H  -3.272  -0.467  0.001
H  -3.982  -0.072  2.312
H  -1.179  -3.000  3.689
H  -0.411  -3.363  1.388
C  -5.212  2.868  1.502
C  -5.309  2.697  0.129
C  -4.160  2.548  -0.637
C  -2.890  2.563  -0.056
C  -2.817  2.726  1.331
C  -3.959  2.884  2.102
Si  -1.294  2.259  -1.080
C  -0.245  3.822  -0.670
C  -0.698  5.101  -1.000
C  0.056  6.231  -0.723
C  1.292  6.106  -0.101
C  1.760  4.847  0.241
C  0.999  3.720  -0.042
H  -6.106  2.990  2.102
H  -6.283  2.682  -0.349
H  -4.244  2.418  -1.711
H  -1.844  2.726  1.818
H  -3.875  3.010  3.175
H  -1.808  2.667  -2.435
H  -1.666  5.206  -1.481
H  -0.321  7.212  -0.991
H  1.883  6.988  0.114
H  2.722  4.740  0.729
H  1.390  2.746  0.234

Atomic partial charges in e from the natural (NBO) method, atoms 1 to 5: 1.559, -0.643, -0.167, -0.441, -0.154

***

4.
Molecular formula: C2H12O4
Method: DFT, the ωB97M-V functional and the def2-TZVPD basis

- highest occupied orbital energy (eV) = -10.2
- SMILES string = C=C.O.O.O.O
- gap between HOMO and LUMO (eV) = 10.48
- M (Da) = 100.11
- calculated total energy (a.u.) = -384.26257

Cartesian coordinates (Å):
C  -2.082  -0.329  -0.185
C  -1.316  -0.980  0.764
H  -1.702  0.011  -1.125
H  -2.977  0.029  -0.127
H  -0.274  -1.429  0.570
H  -1.517  -1.308  1.784
O  0.444  -2.255  -1.837
H  0.977  -1.607  -1.343
H  -0.333  -2.559  -1.245
O  1.860  -0.334  -0.116
H  2.099  0.125  0.635
H  1.488  0.320  -0.790
O  0.098  2.138  -0.552
H  0.651  2.678  -1.034
H  -0.672  1.936  -0.922
O  0.460  1.307  2.047
H  -0.266  0.850  2.379
H  0.020  1.958  1.405

Atomic partial charges in e from the natural (NBO) method, atoms 1 to 5: -0.392, -0.389, 0.179, 0.176, 0.218

***

5.
Molecular formula: C34H42N5OSi3Zr
Method: DFT, the ωB97M-V functional and the def2-TZVPD basis

- charge = +3
- highest occupied orbital energy (eV) = -13.8
- gap between HOMO and LUMO (eV) = 3.95
- M (Da) = 712.23
- calculated total energy (a.u.) = -2584.65175

Cartesian coordinates (Å):
Zr  -0.219  -0.819  -0.720
C  -3.494  -4.306  0.043
Si  -2.062  -3.299  -0.515
C  -0.704  -4.379  -1.222
C  -2.661  -2.067  -1.854
C  -1.257  -2.099  0.696
Si  -2.304  -0.770  1.523
C  -3.672  -0.083  0.463
C  -0.971  0.624  1.452
C  -2.991  -1.130  3.193
Si  0.070  -2.804  1.839
C  0.541  -1.713  3.280
C  -0.229  -4.539  2.388
C  1.681  -2.625  0.806
C  2.874  -3.232  1.167
C  4.066  -2.857  0.568
C  4.061  -1.860  -0.406
C  2.866  -1.294  -0.762
N  1.696  -1.655  -0.166
H  -3.959  -4.776  -0.827
H  -4.252  -3.701  0.544
H  -3.181  -5.098  0.727
H  -1.011  -4.878  -2.144
H  -0.477  -5.174  -0.508
H  0.250  -3.875  -1.415
H  -2.612  -2.446  -2.874
H  -2.156  -1.083  -1.873
H  -3.697  -1.805  -1.639
H  -3.362  0.334  -0.499
H  -4.113  0.745  1.027
H  -4.476  -0.797  0.277
H  0.070  0.250  1.340
H  -0.928  1.166  2.400
H  -1.195  1.385  0.694
H  -3.798  -1.862  3.090
H  -3.431  -0.217  3.602
H  -2.281  -1.521  3.916
H  -0.291  -1.387  3.900
H  1.104  -0.828  2.975
H  1.202  -2.297  3.927
H  -1.245  -4.623  2.786
H  0.454  -4.796  3.201
H  -0.113  -5.283  1.601
H  2.867  -3.997  1.934
H  4.998  -3.326  0.859
H  4.973  -1.539  -0.890
H  2.815  -0.533  -1.530
C  5.082  6.591  -11.191
O  4.526  5.271  -11.209
C  4.086  4.743  -10.069
C  4.141  5.388  -8.828
C  3.652  4.741  -7.711
C  3.106  3.460  -7.795
C  3.061  2.825  -9.046
C  3.542  3.454  -10.164
C  2.585  2.773  -6.638
N  2.099  1.533  -6.620
C  1.723  1.320  -5.343
C  1.973  2.417  -4.534
N  2.526  3.340  -5.383
C  1.665  2.425  -3.159
C  1.929  3.510  -2.289
C  1.615  3.423  -0.964
C  1.006  2.259  -0.491
N  0.719  1.220  -1.269
C  1.059  1.272  -2.609
C  0.799  0.125  -3.433
N  0.221  -1.000  -2.872
C  0.003  -2.064  -3.657
C  0.321  -2.103  -5.007
C  0.885  -0.993  -5.582
C  1.137  0.144  -4.794
H  5.353  6.808  -12.217
H  5.971  6.623  -10.560
H  4.342  7.314  -10.846
H  4.562  6.377  -8.736
H  3.716  5.265  -6.764
H  2.639  1.832  -9.121
H  3.513  2.980  -11.136
H  2.830  4.273  -5.165
H  2.389  4.411  -2.675
H  1.818  4.232  -0.277
H  0.750  2.180  0.554
H  -0.440  -2.926  -3.185
H  0.115  -3.000  -5.575
H  1.149  -0.960  -6.633

Atomic partial charges in e from the Löwdin method, atoms 1 to 5: 1.777, -0.130, 0.401, -0.165, -0.166

***

6.
Molecular formula: C54H64N5O3RuS2Si
Method: DFT, the ωB97M-V functional and the def2-TZVPD basis

- multiplicity = 2
- charge = -2
- highest occupied orbital energy (spin up / spin down) (eV) = 0.0 / -0.5
- gap between HOMO and LUMO (spin up / spin down) (eV) = 3.68 / 4.20
- <S²> = 0.762
- M (Da) = 1024.43
- calculated total energy (a.u.) = -3776.34488

Cartesian coordinates (Å):
Ru  -0.482  -0.895  1.576
C  -4.695  1.669  -4.802
O  -4.087  1.804  -3.539
C  -3.450  2.982  -3.263
C  -3.605  4.143  -3.994
C  -2.892  5.290  -3.641
C  -2.018  5.242  -2.573
C  -1.849  4.070  -1.839
C  -2.579  2.927  -2.152
N  -2.493  1.713  -1.501
C  -1.606  1.362  -0.458
N  -1.643  2.235  0.561
C  -1.252  2.127  1.925
C  -0.860  0.934  2.549
C  -0.543  1.116  3.917
C  -0.632  2.319  4.585
C  -1.056  3.475  3.932
C  -1.369  3.355  2.596
O  -1.813  4.437  1.833
C  -2.569  5.405  2.522
N  -0.932  0.265  -0.507
C  -0.960  -0.350  -1.791
C  -1.491  -1.621  -1.967
C  -1.600  -2.214  -3.221
C  -1.174  -1.534  -4.343
C  -0.631  -0.260  -4.208
C  -0.522  0.328  -2.952
O  -0.050  1.596  -2.778
C  0.398  2.297  -3.914
H  -4.979  0.623  -4.892
H  -3.997  1.929  -5.604
H  -5.590  2.294  -4.886
H  -4.279  4.164  -4.840
H  -3.023  6.202  -4.209
H  -1.440  6.116  -2.299
H  -1.122  4.037  -1.040
H  -2.796  0.927  -2.056
H  -2.279  3.004  0.420
H  -0.234  0.250  4.486
H  -0.364  2.368  5.636
H  -1.126  4.425  4.444
H  -3.124  5.968  1.771
H  -1.929  6.098  3.079
H  -3.266  4.933  3.220
H  -1.854  -2.135  -1.093
H  -2.023  -3.207  -3.295
H  -1.253  -1.979  -5.329
H  -0.309  0.281  -5.087
H  0.783  3.247  -3.550
H  -0.423  2.492  -4.613
H  1.197  1.754  -4.431
C  0.596  -2.773  5.738
C  0.671  -2.054  4.416
S  -0.744  -2.155  3.386
C  1.752  -1.346  4.030
C  2.981  -1.280  4.902
S  1.811  -0.449  2.539
H  -0.304  -3.388  5.788
H  0.564  -2.075  6.584
H  1.460  -3.428  5.898
H  2.751  -0.854  5.886
H  3.745  -0.661  4.432
H  3.408  -2.275  5.074
C  0.767  -2.273  0.348
Si  2.413  -1.874  -0.368
C  2.852  -0.169  -1.143
N  2.772  1.091  -0.403
C  3.740  1.248  0.692
C  4.915  2.183  0.358
C  5.342  2.041  -1.099
C  4.160  2.393  -2.023
C  2.823  2.250  -1.272
C  2.698  -2.935  -1.943
C  1.913  -2.697  -3.076
C  2.014  -3.476  -4.219
C  2.917  -4.532  -4.261
C  3.711  -4.789  -3.153
C  3.602  -3.998  -2.014
C  3.890  -2.423  0.713
C  3.709  -3.334  1.760
C  4.773  -3.779  2.530
C  6.061  -3.321  2.276
C  6.271  -2.430  1.234
C  5.196  -1.999  0.463
H  0.945  -3.126  1.017
H  0.172  -2.669  -0.488
H  2.152  -0.098  -1.986
H  3.846  -0.307  -1.616
H  4.125  0.265  0.953
H  3.226  1.607  1.586
H  5.741  1.963  1.041
H  4.633  3.226  0.539
H  5.667  1.012  -1.280
H  6.202  2.683  -1.315
H  4.160  1.736  -2.897
H  4.256  3.416  -2.402
H  1.998  2.188  -1.974
H  2.638  3.138  -0.657
H  1.192  -1.887  -3.063
H  1.379  -3.262  -5.072
H  2.996  -5.150  -5.148
H  4.418  -5.612  -3.171
H  4.234  -4.216  -1.160
H  2.707  -3.672  1.997
H  4.594  -4.470  3.346
H  6.891  -3.649  2.892
H  7.270  -2.066  1.020
H  5.388  -1.311  -0.354
C  -6.133  -0.426  2.537
N  -4.807  0.131  2.665
C  -4.088  -0.488  3.768
C  -4.011  0.126  1.427
C  -3.647  -1.242  0.886
C  -4.658  -1.940  0.214
C  -4.514  -3.268  -0.157
C  -3.331  -3.911  0.188
C  -2.304  -3.192  0.782
C  -2.369  -1.814  1.095
H  -6.685  -0.245  3.466
H  -6.144  -1.512  2.348
H  -6.668  0.066  1.720
H  -4.622  -0.288  4.703
H  -3.082  -0.073  3.836
H  -3.978  -1.577  3.652
H  -3.099  0.657  1.667
H  -4.572  0.701  0.679
H  -5.583  -1.420  -0.025
H  -5.311  -3.792  -0.674
H  -3.191  -4.965  -0.035
H  -1.375  -3.712  0.991

Atomic partial charges in e from the Löwdin method, atoms 1 to 5: 0.703, -0.087, -0.087, -0.220, -0.043

***

In order of appearance, energy relative to the best compared isomer or geometry (same formula, charge and spin) = 0.0000; 5.9533; 0.0000; 2.6769; 0.0000; 0.0000 eV.